The following is a quantum chemistry calculation of one molecule with the formula C3H9NP2 at a distorted geometry, from the OMol25 dataset.

```
15
Properties=species:S:1:pos:R:3:forces:R:3
C -1.045 1.885 0.757 0.9795 1.6029 -1.2347
P -0.872 1.194 -0.766 -0.5844 0.5060 1.5361
C -0.020 -0.370 -0.321 -1.3716 -0.9358 3.1577
C -0.504 -1.431 -1.287 0.1687 -1.1182 0.8261
N 1.412 -0.255 -0.476 -0.8644 -1.9836 0.3044
P 2.386 1.041 -0.114 0.4828 0.7121 2.7588
H -1.289 2.972 0.669 -0.4167 -0.9188 0.4100
H -0.519 1.646 1.694 -0.6723 -0.4113 -0.4598
H -0.322 -0.695 0.889 0.7260 1.0046 -3.2281
H -1.573 -1.674 -1.105 0.1527 1.1027 -1.2069
H -0.167 -2.460 -1.060 0.9129 0.5064 -0.0103
H -0.018 -1.073 -2.220 -1.3938 -0.7678 -0.1640
H 1.683 -1.200 -0.213 1.1611 0.5583 -0.1099
H 1.535 1.890 0.866 1.2795 -1.3470 -0.6313
H 1.851 1.865 -1.001 -0.5599 1.4894 -1.9482
```
Positions in Å, forces in eV/Å.

The calculation puts the frontier orbital gap at 9.162 eV. Its max |F| is 3.57 eV Å⁻¹. Its lowest unoccupied orbital energy is 0.006 eV. The calculation puts the energy above the lowest of the compared OMol25 structures with the same formula, charge and spin at 266.1 kJ/mol. As for the spin multiplicity: 1. The total charge is 0. As for the electronic energy: -857.042816 Eh.

Electronic structure analysis, natural (NBO) charges in units of e: number 1, C, carries -0.84; number 2, P, carries 0.71; number 3, C, carries -0.35; number 4, C, carries -0.66; number 5, N, carries -0.97; number 6, P, carries 0.58; number 7, H, carries 0.22; number 8, H, carries 0.22; number 9, H, carries 0.18; number 10, H, carries 0.23; number 11, H, carries 0.21; number 12, H, carries 0.23; number 13, H, carries 0.39; number 14, H, carries -0.08; number 15, H, carries -0.08


The following is a quantum chemistry calculation of C3H9NP2 as an isolated structure at a distorted geometry, from the OMol25 dataset.

```
15
Properties=species:S:1:pos:R:3:forces:R:3
C -0.269 1.219 -0.509 2.4920 0.5314 1.8369
C 0.807 0.258 -1.061 0.7222 -0.2693 1.4859
C -1.149 -1.663 0.036 0.6684 2.6153 1.9707
N 1.046 -0.445 1.377 -0.7020 3.8994 1.6601
P 0.109 1.589 1.311 -0.8334 -3.8118 -0.5637
P 0.671 -1.296 0.042 0.2892 -0.5444 -1.7244
H 0.066 2.125 -0.938 -0.6362 1.5260 -0.7619
H -1.300 1.032 -0.564 -1.1592 -0.5432 -0.8684
H 0.689 0.116 -2.126 -0.0148 -0.3149 -0.2767
H 1.889 0.717 -0.863 -2.3549 -1.0723 -0.3618
H -1.339 -2.580 0.515 -0.2095 -1.0577 0.7654
H -1.439 -1.734 -0.940 -0.8845 -0.3757 -2.8657
H -1.755 -0.827 0.484 0.5219 -0.8706 -0.1212
H 0.739 -0.704 2.302 0.0387 -0.5824 0.0194
H 1.233 2.193 0.934 2.0622 0.8702 -0.1947
```
Positions in Å, forces in eV/Å.

The calculation puts the frontier orbital gap (spin up / spin down) at 7.987 / 7.987 eV. Its max |F| is 4.30 eV Å⁻¹. Its lowest unoccupied orbital energy (spin up / spin down) is 0.227 / 0.227 eV. The calculation puts the energy above the lowest of the compared OMol25 structures with the same formula, charge and spin at 134.5 kJ/mol. As for the spin multiplicity: 1. The total charge is 0. As for the electronic energy: -857.092924 Eh.

Electronic structure analysis, natural (NBO) charges in units of e: number 1, C, carries -0.70; number 2, C, carries -0.68; number 3, C, carries -0.96; number 4, N, carries -1.17; number 5, P, carries 0.58; number 6, P, carries 1.02; number 7, H, carries 0.24; number 8, H, carries 0.22; number 9, H, carries 0.23; number 10, H, carries 0.24; number 11, H, carries 0.23; number 12, H, carries 0.22; number 13, H, carries 0.21; number 14, H, carries 0.39; number 15, H, carries -0.08


The following is a quantum chemistry calculation of one molecule with the formula C3H9NS, from the OMol25 dataset.

```
14
Properties=species:S:1:pos:R:3:forces:R:3
N -1.746 1.250 0.610 -0.3092 -0.4366 0.1544
C -0.710 0.245 0.599 0.1278 -0.5191 0.1731
C 0.116 0.241 -0.682 -0.4750 0.1062 0.1196
C 1.270 -0.764 -0.749 0.1303 0.4409 0.2330
S 1.933 -1.339 0.862 -0.1253 -0.0666 -0.3916
H -1.941 1.624 -0.305 -0.0022 0.3884 0.1771
H -1.552 1.924 1.328 -0.2224 0.4884 -0.3980
H -0.110 0.395 1.490 0.3751 0.0140 -0.0541
H -1.129 -0.766 0.733 -0.0962 0.1124 -0.1200
H -0.606 0.037 -1.477 0.1024 -0.2144 -0.2099
H 0.465 1.244 -0.916 0.2243 0.2266 0.3075
H 2.106 -0.262 -1.235 0.0557 -0.3473 -0.1005
H 0.988 -1.641 -1.316 0.1172 -0.1495 -0.1447
H 0.917 -2.188 1.058 0.0975 -0.0435 0.2541
```
Positions in Å, forces in eV/Å.

The calculation puts the frontier orbital gap at 9.980 eV. Its max |F| is 0.67 eV Å⁻¹. Its lowest unoccupied orbital energy is 0.954 eV. The calculation puts the energy above the lowest of the compared OMol25 structures with the same formula, charge and spin at 45.4 kJ/mol. As for the spin multiplicity: 1. The total charge is 0. As for the electronic energy: -572.622784 Eh.

Electronic structure analysis, natural (NBO) charges in units of e: number 1, N, carries -0.85; number 2, C, carries -0.21; number 3, C, carries -0.43; number 4, C, carries -0.51; number 5, S, carries -0.05; number 6, H, carries 0.36; number 7, H, carries 0.37; number 8, H, carries 0.20; number 9, H, carries 0.16; number 10, H, carries 0.20; number 11, H, carries 0.20; number 12, H, carries 0.22; number 13, H, carries 0.22; number 14, H, carries 0.12


The following is a quantum chemistry calculation of C3H9NS as an isolated structure at a distorted geometry, from the OMol25 dataset.

```
14
Properties=species:S:1:pos:R:3:forces:R:3
C 2.322 0.101 0.302 -0.9376 3.0347 -1.5468
C -0.213 0.984 0.046 -0.8569 -0.9682 -1.3763
C -1.718 0.569 -0.187 1.5798 1.9521 -0.1692
H 2.478 1.171 -0.085 0.0155 -1.5274 0.4243
H 2.126 0.171 1.334 1.1711 -0.2937 1.5028
H 2.997 -0.543 -0.177 1.6608 -0.8249 0.4399
H 0.019 1.197 1.102 -0.3707 0.6139 -0.4443
H -0.036 1.801 -0.723 0.3734 -0.7073 1.3274
H -2.301 1.557 0.076 0.3754 -2.0759 -0.2888
H -1.842 0.240 -1.241 0.1540 1.8662 0.2900
H -1.657 -1.136 1.494 -1.3065 2.0716 -5.0267
H -2.050 -1.504 -0.797 0.1426 2.2293 5.4456
N -2.109 -0.659 0.391 -0.4511 -5.6380 0.4547
S 0.792 -0.517 -0.293 -1.5497 0.2676 -1.0328
```
Positions in Å, forces in eV/Å.

The calculation puts the frontier orbital gap at 8.600 eV. Its max |F| is 5.89 eV Å⁻¹. Its lowest unoccupied orbital energy is 0.334 eV. The calculation puts the energy above the lowest of the compared OMol25 structures with the same formula, charge and spin at 448.1 kJ/mol. As for the spin multiplicity: 1. The total charge is 0. As for the electronic energy: -572.469414 Eh.

Electronic structure analysis, natural (NBO) charges in units of e: number 1, C, carries -0.76; number 2, C, carries -0.54; number 3, C, carries -0.24; number 4, H, carries 0.21; number 5, H, carries 0.22; number 6, H, carries 0.24; number 7, H, carries 0.20; number 8, H, carries 0.22; number 9, H, carries 0.18; number 10, H, carries 0.20; number 11, H, carries 0.40; number 12, H, carries 0.35; number 13, N, carries -0.86; number 14, S, carries 0.17


The following is a quantum chemistry calculation of one molecule with the formula C3H9NS at a distorted geometry, from the OMol25 dataset.

```
14
Properties=species:S:1:pos:R:3:forces:R:3
C -0.677 0.335 -1.349 0.1692 1.9983 -0.8411
C 0.136 0.442 -0.030 1.8699 -0.0705 -2.3882
N 1.594 0.151 -0.235 -1.8616 0.5104 2.2469
C -0.633 -0.329 0.923 -1.7772 -0.5329 2.9415
S 0.034 -0.390 2.687 -0.6278 1.0552 -0.3621
H -1.643 0.742 -1.023 -0.2541 -0.3843 -0.8111
H -0.307 1.052 -2.148 -0.2104 -0.6936 0.9816
H -0.768 -0.638 -1.877 0.1189 0.3417 0.9875
H 0.126 1.431 0.412 -0.2131 0.6379 -0.5659
H 1.723 -0.814 -0.339 0.3561 -1.6554 -0.3413
H 1.884 0.607 -1.050 0.5261 0.6770 -1.3069
H -0.721 -1.380 0.941 0.0300 -1.3642 -1.6810
H -1.711 0.025 0.814 1.4169 -0.2643 0.9871
H 0.963 -1.235 2.275 0.4570 -0.2553 0.1530
```
Positions in Å, forces in eV/Å.

The calculation puts the frontier orbital gap at 9.861 eV. Its max |F| is 3.48 eV Å⁻¹. Its lowest unoccupied orbital energy is 0.902 eV. The calculation puts the energy above the lowest of the compared OMol25 structures with the same formula, charge and spin at 108.2 kJ/mol. As for the spin multiplicity: 1. The total charge is 0. As for the electronic energy: -572.598869 Eh.

Electronic structure analysis, natural (NBO) charges in units of e: number 1, C, carries -0.62; number 2, C, carries -0.10; number 3, N, carries -0.82; number 4, C, carries -0.48; number 5, S, carries -0.07; number 6, H, carries 0.20; number 7, H, carries 0.21; number 8, H, carries 0.22; number 9, H, carries 0.20; number 10, H, carries 0.34; number 11, H, carries 0.36; number 12, H, carries 0.22; number 13, H, carries 0.23; number 14, H, carries 0.11


The following is a quantum chemistry calculation of a 2-piece molecular cluster, C3H9NS overall, from the OMol25 dataset.

```
14
Properties=species:S:1:pos:R:3:forces:R:3
S -0.315 1.728 -1.524 -0.2233 -0.0900 0.1461
H -0.216 2.001 -0.213 0.1177 0.2039 0.0323
C 1.482 -2.054 0.876 0.3363 0.6159 -0.0705
C 0.870 -0.691 0.558 -0.3962 -0.6901 0.2255
C -1.509 -0.235 0.445 -0.3560 -0.3195 0.1076
N -0.483 -0.545 1.152 0.4972 -0.1447 -0.5006
H 1.539 -2.229 1.952 -0.0762 -0.0918 0.0042
H 0.991 -2.886 0.378 -0.1570 0.0373 0.0223
H 2.509 -1.993 0.512 0.0001 -0.2388 0.0271
H 1.488 0.113 0.954 -0.0466 0.0631 0.0157
H 0.731 -0.518 -0.506 0.1652 0.1360 -0.0388
H -2.450 -0.100 0.965 -0.0046 0.0948 -0.0359
H -1.430 -0.093 -0.633 0.1857 0.0844 0.0070
H -0.574 -0.722 2.144 -0.0422 0.3394 0.0579
```
Positions in Å, forces in eV/Å.

The calculation puts the frontier orbital gap at 6.314 eV. Its max |F| is 0.83 eV Å⁻¹. Its lowest unoccupied orbital energy is -0.519 eV. The calculation puts the energy above the lowest of the compared OMol25 structures with the same formula, charge and spin at 230.0 kJ/mol. As for the spin multiplicity: 1. The total charge is 0. As for the electronic energy: -572.552491 Eh.

Electronic structure analysis, natural (NBO) charges in units of e: number 1, S, carries -0.87; number 2, H, carries 0.07; number 3, C, carries -0.62; number 4, C, carries -0.25; number 5, C, carries 0.07; number 6, N, carries -0.44; number 7, H, carries 0.20; number 8, H, carries 0.22; number 9, H, carries 0.23; number 10, H, carries 0.22; number 11, H, carries 0.27; number 12, H, carries 0.20; number 13, H, carries 0.28; number 14, H, carries 0.41


The following is a quantum chemistry calculation of one molecule with the formula C3H9NS at a distorted geometry, from the OMol25 dataset.

```
14
Properties=species:S:1:pos:R:3:forces:R:3
N -2.263 0.432 -0.474 -1.1885 1.5495 0.2585
C -1.158 -0.362 -0.005 0.7248 0.1891 1.0886
C 0.162 0.313 -0.452 1.1555 -1.8261 0.4157
C 1.362 -0.165 0.462 -1.5034 1.9284 -0.0234
S 2.903 0.274 -0.387 0.1142 -0.7916 -0.2804
H -3.235 0.198 -0.284 0.3639 -1.4343 -0.1632
H -2.285 1.293 0.078 0.7474 0.1682 -0.4410
H -1.164 -1.402 -0.335 -0.2230 0.1933 -0.6321
H -1.108 -0.507 1.087 -0.2339 0.3962 0.1420
H 0.203 1.386 -0.586 -0.5852 0.2341 0.2331
H 0.393 -0.137 -1.409 0.0157 0.2434 -0.5865
H 1.426 0.491 1.342 -0.5541 -0.5942 0.0987
H 1.088 -1.176 0.757 0.9904 -0.2772 -0.1524
H 3.677 -0.638 0.206 0.1762 0.0212 0.0423
```
Positions in Å, forces in eV/Å.

The calculation puts the frontier orbital gap at 9.991 eV. Its max |F| is 2.45 eV Å⁻¹. Its lowest unoccupied orbital energy is 1.025 eV. The calculation puts the energy above the lowest of the compared OMol25 structures with the same formula, charge and spin at 84.3 kJ/mol. As for the spin multiplicity: 1. The total charge is 0. As for the electronic energy: -572.607978 Eh.

Electronic structure analysis, natural (NBO) charges in units of e: number 1, N, carries -0.83; number 2, C, carries -0.21; number 3, C, carries -0.41; number 4, C, carries -0.53; number 5, S, carries -0.04; number 6, H, carries 0.36; number 7, H, carries 0.35; number 8, H, carries 0.19; number 9, H, carries 0.15; number 10, H, carries 0.21; number 11, H, carries 0.21; number 12, H, carries 0.21; number 13, H, carries 0.22; number 14, H, carries 0.12


The following is a quantum chemistry calculation of a 2-piece molecular cluster, C3H9NS overall at a distorted geometry, from the OMol25 dataset.

```
14
Properties=species:S:1:pos:R:3:forces:R:3
C -1.711 1.723 -0.531 -0.0732 0.2681 0.8919
N -2.249 2.213 -1.563 0.8061 -1.1961 -0.8565
H -2.074 0.819 -0.040 -0.6415 0.2509 0.0233
H -0.904 2.200 0.039 0.5114 -0.1871 -0.5194
H -1.565 2.814 -2.034 -0.6299 0.8962 0.5077
C 1.647 -1.194 1.590 0.4359 0.2458 0.3578
S -0.017 -1.597 1.047 0.3042 0.1994 -0.3024
C 0.187 -1.011 -0.656 -0.3037 0.0627 0.1891
H 2.419 -1.507 0.889 -0.1819 -0.1004 -0.2653
H 1.746 -0.118 1.744 0.0067 -0.0547 0.0013
H 1.891 -1.695 2.525 -0.2801 -0.0177 0.1193
H -0.808 -1.006 -1.096 0.1023 -0.3226 -0.2778
H 0.889 -1.654 -1.178 -0.1641 -0.1488 -0.2270
H 0.547 0.012 -0.737 0.1078 0.1046 0.3581
```
Positions in Å, forces in eV/Å.

The calculation puts the frontier orbital gap at 9.648 eV. Its max |F| is 1.68 eV Å⁻¹. Its lowest unoccupied orbital energy is 0.932 eV. The calculation puts the energy above the lowest of the compared OMol25 structures with the same formula, charge and spin at 134.9 kJ/mol. As for the spin multiplicity: 1. The total charge is 0. As for the electronic energy: -572.588693 Eh.

Electronic structure analysis, natural (NBO) charges in units of e: number 1, C, carries -0.04; number 2, N, carries -0.60; number 3, H, carries 0.16; number 4, H, carries 0.14; number 5, H, carries 0.34; number 6, C, carries -0.75; number 7, S, carries 0.19; number 8, C, carries -0.74; number 9, H, carries 0.21; number 10, H, carries 0.21; number 11, H, carries 0.23; number 12, H, carries 0.23; number 13, H, carries 0.22; number 14, H, carries 0.21